The following is a quantum chemistry calculation of C21H35NOP2ReTe as an isolated structure at a distorted geometry, from the Open Molecules 2025 dataset.

```
62
Properties=species:S:1:pos:R:3:forces:R:3
Re -0.022 -0.117 -0.388 -1.426 -0.190 -0.845
P 2.275 -0.258 -0.521 -0.497 1.125 -1.191
P -2.545 0.069 -0.205 0.741 -0.312 -0.846
N -0.142 0.577 -2.073 -1.157 -0.207 -0.616
H 0.931 -0.862 0.660 0.043 -1.890 2.752
C 2.800 -1.657 -1.527 0.616 0.031 0.036
H 3.890 -1.677 -1.428 -0.007 -0.391 -0.328
H 2.511 -1.488 -2.568 -0.004 -0.018 0.169
H 2.364 -2.587 -1.168 0.109 0.069 -0.040
C 3.256 -0.345 0.967 0.776 -0.259 0.517
H 4.231 -0.760 0.661 -0.106 0.312 0.386
H 2.794 -1.010 1.709 0.147 0.200 -0.250
H 3.379 0.649 1.425 -0.009 -0.388 -0.289
C 2.935 1.162 -1.398 1.454 0.504 -0.731
H 4.043 1.079 -1.358 -0.418 0.352 -0.214
H 2.630 2.131 -0.956 0.059 -0.667 -0.043
H 2.621 1.162 -2.461 0.049 -0.096 0.623
C -3.469 -1.248 -1.083 -0.114 0.224 0.124
H -4.537 -0.998 -1.047 0.123 -0.216 -0.094
H -3.275 -2.209 -0.596 -0.113 0.184 -0.148
H -3.133 -1.298 -2.125 -0.025 0.000 0.217
C -3.350 0.086 1.403 -0.964 0.012 0.809
H -4.440 -0.083 1.262 0.538 0.177 0.213
H -3.207 1.062 1.907 -0.019 -0.499 -0.280
H -2.959 -0.719 2.056 -0.171 0.475 -0.407
C -3.160 1.571 -1.042 -0.474 0.052 0.011
H -4.261 1.587 -0.957 0.333 0.152 -0.059
H -2.888 1.556 -2.110 0.035 -0.070 0.450
H -2.742 2.477 -0.580 -0.100 -0.308 -0.127
C -0.169 1.354 -3.134 0.386 0.501 -0.656
C -0.126 1.653 -5.552 -0.008 -0.542 0.647
C -0.164 0.802 -4.433 0.039 0.873 -0.862
C -0.169 2.771 -2.979 -0.033 0.284 -0.441
C -0.133 3.601 -4.100 -0.030 -0.381 0.478
C -0.106 3.043 -5.382 0.018 0.095 -0.438
H -0.101 1.206 -6.553 -0.046 0.288 0.359
H -0.192 -0.281 -4.503 0.046 0.123 -0.205
H -0.197 3.167 -1.957 0.057 -0.049 -0.415
H -0.116 4.687 -3.962 -0.031 -0.394 -0.114
H -0.072 3.694 -6.261 -0.009 -0.217 0.310
C -0.396 -3.032 0.720 -0.580 1.259 -1.064
O -0.846 -2.437 -0.272 0.456 -1.086 0.775
C 0.532 -4.183 0.462 -1.128 -0.416 0.823
H 1.002 -4.560 1.379 -0.037 0.048 -0.357
H 1.253 -3.980 -0.329 -0.381 -0.184 0.038
H -0.288 -4.892 0.149 1.288 -0.022 -0.031
C -0.992 -2.749 2.089 0.154 -0.679 0.115
H -2.058 -3.000 1.913 0.381 0.209 0.553
H -0.894 -1.710 2.468 0.049 -0.539 -0.725
H -0.547 -3.422 2.844 -0.396 0.233 -0.261
Te 0.055 1.912 0.989 0.585 2.258 2.238
C 0.412 1.345 3.079 -0.126 0.271 -0.839
C -0.620 0.803 3.843 0.730 -0.215 0.544
C -0.313 0.261 5.101 -0.110 0.180 -0.017
C 0.996 0.315 5.595 0.014 -0.010 -0.332
C 2.012 0.914 4.833 -0.440 0.132 -0.075
C 1.715 1.454 3.576 -0.303 -0.344 0.261
H -1.635 0.807 3.464 0.096 -0.146 0.068
H -1.111 -0.194 5.702 0.384 0.217 -0.210
H 1.229 -0.112 6.571 -0.069 0.127 -0.275
H 3.027 0.968 5.217 -0.144 -0.006 0.001
H 2.483 1.942 2.967 -0.235 -0.226 0.305
```
Positions in Å, forces in eV/Å.

Summary:
HOMO level (spin up / spin down) = -5.217 / -6.112 eV
LUMO level (spin up / spin down) = 0.4 / -0.3 eV
<S²> = 3.792
2S+1 = 4
Charge = 0